The following is a DFT calculation (wB97M-V/def2-TZVPD) of a 2-piece molecular cluster, C7H14N3O overall.

Geometry (Å):
C (0.63779, 1.06152, 2.46782)
C (0.00845, -0.00309, 3.02294)
C (0.90185, 0.69530, 1.11738)
C (-0.69654, -0.11963, 4.35494)
C (0.05252, 1.17155, -2.93926)
C (1.02123, -0.90896, -2.06748)
C (-1.20917, -0.75949, -2.73420)
N (-0.23338, -0.88173, 1.97948)
N (0.38573, -0.51113, 0.82242)
N (-0.09764, -0.20722, -2.72804)
O (1.44243, 1.40002, 0.08234)
H (0.65600, 1.99928, 2.93726)
H (-1.53996, -0.68135, 4.20068)
H (-0.92846, 0.96146, 4.45823)
H (-0.15810, -0.44826, 5.22873)
H (0.69309, 1.56834, -2.21960)
H (0.75806, 1.25555, -3.79070)
H (-0.80891, 1.87328, -2.81648)
H (1.45377, -1.73058, -2.65107)
H (1.92341, -0.19319, -1.98485)
H (0.86793, -1.19217, -1.09090)
H (-2.05402, -0.20795, -3.10473)
H (-1.59231, -1.69300, -2.53854)
H (-0.62634, -1.78823, 2.10988)
H (1.14910, 2.26277, 0.36999)

Forces on atoms 1 to 6 (eV/Å):
C 0.54 -0.24 -1.17
C -1.27 -1.76 -0.98
C -1.34 -2.33 0.03
C 1.93 2.81 -1.05
C 0.93 2.44 -1.55
C 4.16 1.43 -2.65

Computed properties:
Total charge: +1
Highest occupied orbital energy (eV): -12.04
Gap between HOMO and LUMO (Eh): 0.2854


The following is a DFT calculation (wB97M-V/def2-TZVPD) of C17H17F2N3O6S in the gas phase.

Geometry (Å):
O (-1.00839, -3.31681, -0.95698)
C (-0.97965, -2.13398, -1.24041)
N (-2.03844, -1.32615, -1.36496)
C (-3.36690, -1.69600, -0.93168)
C (-3.70667, -1.04301, 0.37020)
C (-2.98792, -0.92522, 1.52521)
C (-3.79500, -0.16627, 2.41000)
C (-4.93629, 0.11612, 1.72692)
O (-4.89065, -0.40629, 0.48970)
C (0.34202, -1.40751, -1.50088)
O (0.38884, -0.23048, -1.82240)
N (1.38536, -2.23239, -1.35395)
C (2.73894, -1.76999, -1.22063)
C (3.01427, -1.28416, 0.21352)
O (4.38153, -1.37745, 0.49793)
C (4.70339, -0.31192, 1.37078)
C (3.81414, 0.83013, 0.87524)
N (2.64273, 0.11895, 0.38422)
S (1.18097, 0.43692, 1.11629)
O (1.38994, 1.11400, 2.36393)
O (0.40163, -0.76727, 1.12693)
C (0.32992, 1.61408, 0.05331)
C (-1.05060, 1.58735, 0.11799)
C (-1.77888, 2.47688, -0.65184)
F (-3.12178, 2.43206, -0.60378)
C (-1.16408, 3.40371, -1.47703)
C (0.21697, 3.44057, -1.52019)
C (0.95060, 2.55045, -0.75061)
F (2.28890, 2.62412, -0.80189)
H (-1.83083, -0.35212, -1.54677)
H (-4.10411, -1.40110, -1.68357)
H (-3.36315, -2.78671, -0.83142)
H (-2.00978, -1.32239, 1.71254)
H (-3.55166, 0.12344, 3.41129)
H (-5.82054, 0.65759, 1.99720)
H (1.13773, -3.14701, -0.98860)
H (2.89091, -0.93690, -1.91051)
H (3.43306, -2.57934, -1.45054)
H (2.41824, -1.89278, 0.91688)
H (4.45166, -0.57678, 2.40645)
H (5.77085, -0.11756, 1.28045)
H (3.51658, 1.52315, 1.65985)
H (4.28095, 1.36799, 0.04680)
H (-1.54021, 0.86412, 0.75156)
H (-1.76110, 4.07818, -2.06977)
H (0.73656, 4.14781, -2.14677)

Forces on atoms 1 to 6 (eV/Å):
O 0.02 -0.17 0.15
C -0.21 0.01 -0.12
N -0.01 0.36 -0.07
C -0.20 -0.14 0.01
C 0.76 -0.18 0.38
C -0.36 -0.21 -0.59

Computed properties:
Highest occupied orbital energy (eV): -8.61
Gap between HOMO and LUMO (Eh): 0.3362


The following is a DFT calculation (wB97M-V/def2-TZVPD) of C3H6NO as an isolated structure.

Geometry (Å):
C (-0.19348, -1.41426, 0.10331)
C (-1.45063, 0.49400, -0.39562)
C (1.31418, 0.85689, 0.38287)
N (-0.24468, -0.13387, 0.16059)
O (-2.49361, 0.16117, 0.04425)
H (0.63952, -2.12588, 0.10803)
H (-1.14084, -1.82815, -0.17001)
H (-0.97580, 1.03122, -1.27568)
H (1.48417, 1.29452, -0.57669)
H (2.05532, 0.09026, 0.52680)
H (1.00584, 1.57410, 1.09214)

Forces on atoms 1 to 6 (eV/Å):
C -0.58 0.65 -0.65
C 0.73 -0.55 -0.11
C -2.76 -2.23 -1.55
N 4.84 0.04 0.72
O 0.12 1.03 -0.93
H 0.22 0.87 0.66

Computed properties:
Total charge: +1
Highest occupied orbital energy (eV): -16.37
Gap between HOMO and LUMO (Eh): 0.3988


The following is a DFT calculation (wB97M-V/def2-TZVPD) of a 2-piece molecular cluster, C13H12OS overall.

Geometry (Å):
C (3.65681, 1.62733, 0.45789)
C (-4.05553, 0.47291, 1.17225)
C (4.03762, 0.39212, -0.09624)
C (2.27652, 1.78008, 0.70268)
C (-3.51867, 0.90753, 0.04812)
C (-3.49244, -0.65785, 1.88182)
C (3.20507, -0.72043, -0.21355)
C (1.35797, 0.68821, 0.43157)
C (-2.30140, 0.38734, -0.41896)
C (-2.26080, -1.13007, 1.53856)
C (1.79691, -0.49983, 0.01051)
C (-1.70094, -0.59502, 0.33300)
C (0.82098, -2.12320, -1.96576)
O (0.61719, -2.87119, 0.47984)
S (0.52294, -1.70848, -0.36225)
H (4.35364, 2.34365, 0.44099)
H (-4.96019, 0.90686, 1.60852)
H (5.05243, 0.06058, -0.15559)
H (1.82022, 2.77290, 1.11433)
H (-4.03378, 1.77617, -0.51109)
H (-4.13866, -1.12603, 2.60868)
H (3.57219, -1.70869, -0.51115)
H (0.31444, 0.91589, 0.37040)
H (-1.77959, 0.46692, -1.31440)
H (-1.88536, -2.04316, 1.95010)
H (0.28508, -2.92617, -2.33767)
H (0.64500, -1.24548, -2.71625)

Forces on atoms 1 to 6 (eV/Å):
C -4.36 -3.25 -1.11
C -0.97 -2.19 3.34
C -0.23 -2.15 1.25
C -0.51 0.82 0.45
C 0.22 3.15 -3.31
C -1.00 1.66 -0.70

Computed properties:
Highest occupied orbital energy (spin up / spin down) (eV): -8.20 / -7.98
Gap between HOMO and LUMO (spin up / spin down) (Eh): 0.2970 / 0.2704


Number 1: maximum force 5.1 eV/Å, E -13994.6156 eV. Number 2: maximum force 1.3 eV/Å, E -50929.7797 eV. Number 3: maximum force 4.9 eV/Å, E -6735.8309 eV. Number 4: maximum force 5.6 eV/Å, E -26551.6849 eV.